(1)
Computed, not measured: a single C7H18N2O molecule, with ωB97M-V/def2-TZVPD.

The geometry in XYZ format:
```
28
C7H18N2O (ωB97M-V/def2-TZVPD)
C -0.0308 -1.4015 -1.1908
C 0.9026 1.0027 -1.5952
C 2.1998 -0.3695 -0.1123
C -0.1945 -2.5978 -0.2923
N 0.8405 0.0188 -0.5008
H 0.7109 -1.6001 -1.9707
H -0.9557 -1.0700 -1.6498
H 2.7761 0.4912 0.2452
H 1.3826 0.5656 -2.4743
H 1.4923 1.8814 -1.3142
H -0.1106 1.3208 -1.8404
H 2.7400 -0.7923 -0.9628
H 2.1639 -1.1140 0.6842
H -0.2697 -3.5199 -0.8852
H -1.0825 -2.5211 0.3342
H 0.6516 -2.7439 0.3855
C 0.1588 1.9929 1.2735
C -1.5450 0.2278 0.5452
N -2.3941 -0.2147 1.5642
C -0.1843 0.5549 0.9170
O -2.1676 1.0292 -0.4364
H -2.1833 1.9595 -0.1517
H -2.4755 0.4028 2.3779
H -3.3100 -0.4670 1.2126
H 0.1423 -0.1139 1.7124
H 1.2383 2.1261 1.3938
H -0.3043 2.2672 2.2251
H -0.1917 2.6850 0.5062
```

The molar mass comes out at 146.23 g mol⁻¹. For the total energy, the calculation gives -462.08585 Eh. Its total charge is 0. Its HOMO energy is -5.02 eV.

Table of Mulliken atomic charges, one value per atom, all in e: -0.391, -1.009, -1.118, -1.020, 0.049, 0.482, 0.398, 0.359, 0.413, 0.373, 0.293, 0.376, 0.354, 0.374, 0.246, 0.222, -1.413, -0.739, -0.485, 0.762, -0.501, 0.262, 0.197, 0.247, 0.244, 0.334, 0.346, 0.346

(2)
Computed, not measured: a molecular structure, C62H40N9PPb, with ωB97M-V/def2-TZVPD.

The geometry in XYZ format:
```
113
C62H40N9PPb (ωB97M-V/def2-TZVPD)
Pb -0.0490 -0.4453 -0.5337
C 3.0627 -6.6674 1.1082
C 2.7334 -6.9773 -0.2285
C 1.8983 -6.1585 -0.9565
C 1.3953 -4.9991 -0.3618
C 0.5434 -3.9525 -0.8309
N 0.0255 -3.9113 -2.1018
C -0.7947 -3.0056 -2.5263
C -1.3153 -3.0000 -3.9076
C -0.9890 -3.7378 -5.0309
C -1.5935 -3.3946 -6.2343
C -2.5072 -2.3438 -6.3051
C -2.8489 -1.6155 -5.1725
C -2.2420 -1.9534 -3.9763
C -2.2783 -1.3419 -2.6340
N -3.1419 -0.4169 -2.3097
C -3.2275 0.1264 -1.0710
N -2.3710 0.0603 -0.0419
C -2.9775 0.6096 1.0858
N -2.6426 0.5199 2.3654
C -1.6023 -0.0278 2.9338
N -0.4088 -0.3764 2.1658
C 0.2721 -1.4633 2.7594
N 1.1912 -2.5923 2.3538
C 1.0693 -3.4554 1.2205
N 0.3741 -3.0455 0.1488
C 1.7430 -4.6693 0.9906
C 2.5747 -5.5388 1.7237
C -0.7317 -1.2206 4.9971
C -0.7029 -1.3712 6.3710
C -1.5338 -0.6162 7.1882
C -2.4391 0.2596 6.5933
C -2.4571 0.4460 5.2266
C -1.5835 -0.2566 4.3743
C -4.2479 1.1658 0.6970
C -5.2376 1.8702 1.3840
C -6.3472 2.2943 0.6793
C -6.4917 2.0204 -0.6911
C -5.5317 1.2949 -1.3717
C -4.4052 0.8720 -0.6723
N -1.3601 -1.9512 -1.8441
H 3.7245 -7.3324 1.6525
H 3.1429 -7.8728 -0.6818
H 1.6219 -6.3950 -1.9770
H -0.2584 -4.5346 -4.9719
H -1.3310 -3.9305 -7.1394
H -2.9407 -2.0848 -7.2643
H -3.5467 -0.7878 -5.2085
H 2.8314 -5.3370 2.7599
H -0.0277 -2.0998 6.8086
H -1.4921 -0.7354 8.2635
H -3.1387 0.8047 7.2170
H -3.1428 1.1438 4.7655
H -5.1219 2.0801 2.4406
H -7.1227 2.8612 1.1832
H -7.3679 2.3851 -1.2152
H -5.6284 1.0687 -2.4269
C 0.8316 3.8568 -0.0254
C 1.4928 3.9704 1.3203
C 1.3923 5.1423 2.0628
C 1.9983 5.2620 3.3054
C 2.7271 4.2035 3.8219
C 2.8286 3.0227 3.1005
C 2.2145 2.8891 1.8576
P 2.2260 1.2974 0.9356
C 2.1945 0.1259 2.3531
C 0.8317 -0.1050 2.9151
C -0.0911 -2.1623 4.0216
C 1.2801 -2.8613 3.8307
C 2.4568 -2.2307 3.0624
C 3.0174 -0.8995 2.6717
C 4.4974 -0.8634 2.4213
C 3.7725 1.3051 0.0486
C 4.5821 2.4499 0.0165
C 5.5250 2.6425 -0.9696
C 5.6119 1.6964 -2.0170
C 4.8492 0.5687 -2.0213
C 3.9474 0.2488 -0.9416
C 3.3105 -0.9628 -0.8517
H 0.3823 4.8049 -0.3223
H 0.0511 3.0940 -0.0133
H 1.5511 3.5532 -0.7883
H 0.8224 5.9738 1.6628
H 1.8969 6.1812 3.8704
H 3.2126 4.2973 4.7866
H 3.3882 2.1880 3.5073
H 0.6959 0.3491 3.8920
H -0.8205 -2.9563 3.8056
H 1.4308 -3.8815 4.1643
H 3.2007 -3.0110 2.9283
H 5.0522 -0.7952 3.3630
H 4.7340 0.0118 1.8157
H 4.8401 -1.7541 1.8895
H 4.4430 3.2120 0.7770
H 6.1512 3.5269 -0.9755
H 6.3020 1.8888 -2.8331
H 4.9196 -0.1365 -2.8432
H 2.8817 -1.2962 0.0819
H 3.4133 -1.7129 -1.6274
N -4.1747 5.7084 -7.6714
C -3.6718 5.0194 -6.8963
C -3.0339 4.1840 -5.9382
C -3.3826 4.2620 -4.5846
C -2.7327 3.4841 -3.6518
C -1.7010 2.6106 -4.0336
C -1.3741 2.5242 -5.3975
C -2.0272 3.2951 -6.3334
C -1.0115 1.8321 -3.0738
C -0.4185 1.1270 -2.2718
H -4.1630 4.9489 -4.2826
H -3.0210 3.5340 -2.6100
H -0.5952 1.8391 -5.7038
H -1.7634 3.2301 -7.3815
```

The molar mass comes out at 1149.24 g mol⁻¹. For the total energy, the calculation gives -3413.47914 Eh. Its total charge is -2. Its HOMO energy is -0.97 eV.

Mulliken atomic charge list, values in e, 99 entries: 1.875, -0.811, -0.679, -0.033, 0.021, -0.587, -0.584, -0.021, -0.146, -0.064, -0.525, -0.664, -0.112, -0.084, 0.107, -0.415, 0.114, -0.091, -1.364, -0.337, -0.389, 1.211, -0.154, 1.212, -0.572, -0.203, 0.882, -0.451, -0.257, -0.351, -0.806, -0.539, -1.110, 0.473, 0.145, 0.091, -0.659, -0.781, 0.005, -0.002, -0.331, 0.376, 0.362, 0.535, 0.547, 0.378, 0.378, 0.537, 0.220, 0.429, 0.369, 0.383, 0.498, 0.494, 0.383, 0.376, 0.549, -1.344, 0.857, -0.949, -0.645, -0.851, -0.120, 0.407, 0.918, -0.474, -0.750, 0.224, -0.457, -0.180, 0.579, -2.148, -0.106, -0.755, -0.898, -0.332, -1.249, 1.813, -1.858, 0.432, 0.069, 0.371, 0.374, 0.363, 0.416, 0.380, 0.575, 0.440, 0.353, 0.556, 0.465, 0.156, 0.513, 0.315, 0.378, 0.336, 0.335, 0.440, 0.224

(3)
Computed, not measured: a single C4H9N molecule, with ωB97M-V/def2-TZVPD.

The geometry in XYZ format:
```
14
C4H9N (ωB97M-V/def2-TZVPD)
C -1.1308 -1.7443 -0.9068
C 0.1639 -1.1147 -1.0347
C 0.6689 0.1018 -0.3141
C 0.0386 0.4322 1.0036
N 0.5944 1.6593 1.4764
H -1.9625 -1.2881 -0.3353
H -1.5640 -2.3250 -1.7085
H 0.6878 -1.4293 -1.9368
H 1.7869 0.1151 -0.3940
H 0.3454 0.9500 -0.9070
H 0.0975 -0.4086 1.7969
H -1.0381 0.6686 0.9051
H 1.4575 2.0045 1.1376
H -0.1456 2.3785 1.2176
```

The molar mass comes out at 71.12 g mol⁻¹. For the total energy, the calculation gives -212.48448 Eh. As for the SMILES: C=CCCN. Its total charge is 0. Its HOMO energy is -9.17 eV.

Table of Mulliken atomic charges, one value per atom, all in e: -0.823, -0.178, -0.262, -0.431, -0.602, 0.207, 0.284, 0.305, 0.278, 0.235, 0.255, 0.234, 0.250, 0.247

Asked for orbital gap across the records above, the calculation gives 5.751, 4.708, 10.185 eV in order.